Molecular formula: C3H6N2OS
Method: DFT, ωB97M-V/def2-TZVPD

## Properties
DFT total energy = -19068.0136 eV
highest occupied orbital energy = -8.7 eV
energy relative to the best compared isomer or geometry (same formula, charge and spin) = 95.77 kcal per mole
F_max = 4.07 eV/A
frontier orbital gap = 0.342 Eh
2S+1 = 1
net charge = 0

Geometry as XYZ:
```
13
C3H6N2OS ωB97M-V/def2-TZVPD
C 0.55697 -0.42318 0.33215
C 0.54208 1.11984 0.07212
C -0.95002 -0.41184 0.14687
H 0.95950 -2.25896 -0.22402
H 2.38265 -1.30216 -0.27735
H 0.78171 -0.49983 1.41001
H 0.89826 1.12901 -0.90727
H 0.87909 1.84160 0.89711
H -2.40753 1.03721 -0.77826
N 1.37323 -1.34400 -0.48094
N -0.83108 0.88971 0.04512
O -1.92216 1.68639 -0.25279
S -2.26268 -1.46380 0.01723
```

Results of the Löwdin charge analysis, in e, for atoms 1 through 2: -0.342 -0.047

***

Molecular formula: C3H6N2OS2
Method: DFT, ωB97M-V/def2-TZVPD

## Properties
DFT total energy = -29903.4133 eV
highest occupied orbital energy = -9.6 eV
energy relative to the best compared isomer or geometry (same formula, charge and spin) = 90.19 kcal per mole
F_max = 6.38 eV/A
frontier orbital gap = 0.363 Eh
2S+1 = 1
net charge = 0

Geometry as XYZ:
```
14
C3H6N2OS2 ωB97M-V/def2-TZVPD
C -1.45658 -0.76234 -2.43779
C -0.93733 -0.44253 -1.09714
C 0.48227 -0.62893 1.11748
H -1.92697 0.22171 -2.85694
H -2.34649 -1.59855 -2.38265
H -0.66170 -1.09602 -3.23897
H 0.54271 -1.04592 2.89715
H -0.04646 0.83725 2.36401
H -0.49571 2.03774 0.04497
N 0.20923 -1.54864 1.97858
N 0.83550 0.70897 1.41992
O -1.62802 0.45181 -0.52690
S 0.52921 -1.23768 -0.59845
S 0.85301 2.10704 0.47988
```

Results of the Löwdin charge analysis, in e, for atoms 1 through 2: -0.126 -0.811

***

Molecular formula: C3H6N2OS2
Method: DFT, ωB97M-V/def2-TZVPD

## Properties
DFT total energy = -29904.3750 eV
highest occupied orbital energy = -9.0 eV
energy relative to the best compared isomer or geometry (same formula, charge and spin) = 68.02 kcal per mole
F_max = 4.71 eV/A
frontier orbital gap = 0.350 Eh
2S+1 = 1
net charge = 0
structure (SMILES) = O[C@@H]1CSN/C1=N\S

Geometry as XYZ:
```
14
C3H6N2OS2 ωB97M-V/def2-TZVPD
O 0.28658 -1.89272 1.17674
C 0.12189 -0.51247 1.03380
C -1.29320 -0.06721 1.15550
S -2.01776 -0.41178 -0.51332
N -0.49097 0.00713 -1.32291
C 0.55645 0.13071 -0.33421
N 1.71744 0.62546 -0.55527
S 1.79557 0.97821 -2.32184
H -0.50620 -2.09518 0.47816
H 0.80452 -0.00213 1.75783
H -1.95497 -0.53928 1.99163
H -1.23918 1.06499 1.27212
H -0.55451 0.93228 -1.76088
H 2.77435 1.78198 -2.05735
```

Results of the Löwdin charge analysis, in e, for atoms 1 through 2: -0.042 -0.478

***

Molecular formula: C3H6N2OS2
Method: DFT, ωB97M-V/def2-TZVPD

## Properties
DFT total energy = -29903.8196 eV
highest occupied orbital energy = -8.1 eV
energy relative to the best compared isomer or geometry (same formula, charge and spin) = 80.82 kcal per mole
F_max = 4.10 eV/A
frontier orbital gap = 0.312 Eh
2S+1 = 1
net charge = 0
structure (SMILES) = CO[C@@H]1NNC(=S)S1

Geometry as XYZ:
```
14
C3H6N2OS2 ωB97M-V/def2-TZVPD
C 2.17167 -1.10705 0.21279
O 1.44733 0.00785 0.55316
C 0.39525 0.36065 -0.31139
N -0.28897 1.44028 0.10440
N -1.67557 1.29104 -0.21818
C -2.26707 0.02419 -0.06756
S -3.86817 -0.16286 0.19610
S -1.09711 -1.28759 -0.01669
H 1.59359 -2.09676 0.20521
H 3.01463 -1.25844 0.94400
H 2.70358 -0.95875 -0.75936
H 0.27915 0.06500 -1.40326
H -0.13577 1.66461 1.06750
H -2.27255 2.01782 -0.50673
```

Results of the Löwdin charge analysis, in e, for atoms 1 through 2: -0.150 -0.151

***

Molecular formula: C3H6N2OS2
Method: DFT, ωB97M-V/def2-TZVPD

## Properties
DFT total energy = -29905.2460 eV
highest occupied orbital energy = -8.2 eV
energy relative to the best compared isomer or geometry (same formula, charge and spin) = 47.93 kcal per mole
F_max = 1.63 eV/A
frontier orbital gap = 0.309 Eh
2S+1 = 1
net charge = 0
structure (SMILES) = OC/C(=N\S)NC=S

Geometry as XYZ:
```
14
C3H6N2OS2 ωB97M-V/def2-TZVPD
O -1.16848 1.95668 0.06742
C -1.37775 0.60429 -0.12459
C -0.10803 -0.24462 -0.04891
N -0.04168 -1.51078 -0.02923
S -1.51083 -2.36269 -0.01346
N 1.04211 0.56688 -0.12779
C 2.37119 0.23728 -0.09811
S 3.07959 -1.22446 0.04471
H -1.13917 2.14886 1.00298
H -1.89127 0.48736 -1.10187
H -2.08452 0.23610 0.64292
H -0.96572 -3.58143 0.13926
H 0.81266 1.54708 -0.22930
H 2.98190 1.13947 -0.12404
```

Results of the Löwdin charge analysis, in e, for atoms 1 through 2: -0.048 -0.243

***

Molecular formula: C3H6N2S
Method: DFT, ωB97M-V/def2-TZVPD

## Properties
DFT total energy = -17019.3787 eV
highest occupied orbital energy = -8.5 eV
energy relative to the best compared isomer or geometry (same formula, charge and spin) = 107.52 kcal per mole
F_max = 4.08 eV/A
frontier orbital gap = 0.334 Eh
2S+1 = 1
net charge = 0
structure (SMILES) = S/N=C\[C@@H]1CN1

Geometry as XYZ:
```
12
C3H6N2S ωB97M-V/def2-TZVPD
S 3.00497 -0.55994 -0.21434
N 1.86054 0.58059 0.15584
C 0.55389 0.62935 0.12258
C -0.40044 -0.44846 -0.25218
C -1.86502 -0.07125 -0.66554
N -1.40614 -0.86201 0.71244
H 3.95472 0.06662 0.82155
H 0.30046 1.68401 0.24004
H 0.25087 -1.22366 -0.57148
H -2.48427 -0.49806 -1.43534
H -2.17967 1.02690 -0.63050
H -1.58993 -0.32409 1.71694
```

Results of the Löwdin charge analysis, in e, for atoms 1 through 2: 0.636 -0.484

***

Molecular formula: C3H6N2S
Method: DFT, ωB97M-V/def2-TZVPD

## Properties
DFT total energy = -17020.9175 eV
highest occupied orbital energy = -8.0 eV
energy relative to the best compared isomer or geometry (same formula, charge and spin) = 72.03 kcal per mole
F_max = 3.67 eV/A
frontier orbital gap = 0.325 Eh
2S+1 = 1
net charge = 0
structure (SMILES) = N/C=C/C=N/S

Geometry as XYZ:
```
12
C3H6N2S ωB97M-V/def2-TZVPD
N 3.60448 -0.09906 0.01193
C 2.14676 -0.30060 -0.04051
C 1.11229 0.57931 -0.06629
C -0.15740 -0.10824 -0.24900
N -1.23007 0.57889 0.01836
S -2.67077 -0.26463 0.13340
H 4.15518 -0.80616 0.61350
H 3.86826 0.73189 0.59362
H 1.70560 -1.37154 -0.27295
H 1.15083 1.68288 -0.01587
H -0.00654 -1.27676 -0.56011
H -3.37183 0.89214 -0.56983
```

Results of the Löwdin charge analysis, in e, for atoms 1 through 2: 0.001 -0.192

***

Molecular formula: C3H6N2S
Method: DFT, ωB97M-V/def2-TZVPD

## Properties
DFT total energy = -17015.2660 eV
highest occupied orbital energy = -8.5 eV
energy relative to the best compared isomer or geometry (same formula, charge and spin) = 202.36 kcal per mole
F_max = 4.69 eV/A
frontier orbital gap = 0.285 Eh
2S+1 = 1
net charge = 0

Geometry as XYZ:
```
12
C3H6N2S ωB97M-V/def2-TZVPD
C -0.12192 0.48300 -1.10276
C -0.42365 1.45799 0.05730
C -0.35907 0.12460 0.92694
H 2.06702 -1.67364 -0.13684
H -0.11789 -2.55564 1.16259
H -0.99983 0.07235 -1.89167
H 1.00057 0.48697 -1.49564
H -1.25334 2.37078 0.18724
H 0.61550 2.01522 0.26122
N 0.54526 -1.96993 -0.20808
N 0.13084 -0.59948 -0.07822
S -1.08348 -0.21222 2.31794
```

Results of the Löwdin charge analysis, in e, for atoms 1 through 2: -0.158 -0.153

***

Molecular formula: C3H6N2S
Method: DFT, ωB97M-V/def2-TZVPD

## Properties
DFT total energy = -16998.9400 eV
highest occupied orbital energy (alpha / beta) = -17.9 / -17.9 eV
energy relative to the best compared isomer or geometry (same formula, charge and spin) = 99.24 kcal per mole
F_max = 4.05 eV/A
frontier orbital gap (alpha / beta) = 0.208 / 0.213 Eh
2S+1 = 1
net charge = +2

Geometry as XYZ:
```
12
C3H6N2S ωB97M-V/def2-TZVPD
C -2.10490 -1.56651 1.59615
C -0.75712 -1.47291 -0.43646
C 1.54106 2.99592 -0.19106
N -1.47746 -1.58408 0.63379
N -0.14807 -2.44946 -0.99290
S 0.54789 1.69995 -0.85740
H -2.75371 -1.52891 2.54768
H 1.13419 4.03310 -0.24147
H 2.60638 2.97471 -0.28755
H 1.29616 2.85915 0.89537
H -0.30187 -3.51169 -0.85137
H 0.41744 -2.44928 -1.81478
```

Results of the Löwdin charge analysis, in e, for atoms 1 through 2: 0.350 -0.137